[1]
This record from the OMol25 dataset describes a molecular structure, C32H35Cl2N6NiO4Se3 in a non-equilibrium geometry. The level of theory is the ωB97M-V functional and the def2-TZVPD basis.

The geometry in XYZ format:
```
83
C32H35Cl2N6NiO4Se3 (the ωB97M-V functional and the def2-TZVPD basis)
Ni 0.21804 1.74503 -0.82594
O 4.18068 0.40218 3.42006
C 4.18931 1.81057 3.19483
C 3.27174 2.18134 2.02236
C 3.28621 3.71227 1.90181
O 2.71562 4.37622 3.01536
C 1.86805 1.65132 2.34848
Se 0.31653 2.55817 1.52777
C 3.82973 1.55353 0.74235
Se 2.85257 1.98808 -0.92609
H 4.80859 0.20984 4.11942
H 5.20828 2.15347 2.96665
H 3.84212 2.34562 4.08741
H 2.76736 3.97505 0.97691
H 4.31885 4.06537 1.81932
H 1.77227 4.14900 3.01108
H 1.67887 1.74162 3.41919
H 1.79600 0.59945 2.07075
H 3.86790 0.46995 0.86089
H 4.84200 1.92415 0.56556
Cl 0.51797 3.88886 -1.79418
C 0.07984 5.17505 -0.67198
Cl -0.16693 6.69980 -1.54156
H 0.88075 5.31183 0.04631
H -0.85022 4.90612 -0.18148
C 0.37401 -5.83921 -2.61351
C 0.18290 -4.35794 -2.81072
C -1.03667 -3.75622 -2.53229
C -1.23403 -2.39248 -2.72007
C -2.56643 -1.76020 -2.44310
C -0.17024 -1.61551 -3.18013
C 1.05826 -2.20336 -3.48639
C 2.18188 -1.36288 -4.02793
C 1.21903 -3.57022 -3.29325
C -0.35979 -0.11998 -3.42367
O -1.02246 0.11793 -4.46268
O 0.17725 0.70623 -2.64778
H -0.26773 -6.21842 -1.81754
H 1.41065 -6.06192 -2.35968
H 0.12525 -6.37891 -3.53029
H -1.85991 -4.37206 -2.18262
H -3.28965 -2.48744 -2.07307
H -2.95558 -1.30385 -3.35483
H -2.47585 -0.96139 -1.70286
H 2.29142 -0.43909 -3.45804
H 1.97123 -1.07784 -5.06131
H 3.12513 -1.90750 -3.99409
H 2.17395 -4.03464 -3.51856
C 1.45913 -2.31164 -0.11696
C 1.35599 -0.95947 -0.40123
N 0.30113 -0.22628 -0.04418
C -0.69390 -0.83402 0.58696
C -0.68988 -2.18529 0.91075
C 0.42258 -2.93749 0.54593
C -1.85358 -2.80852 1.55082
C -2.52197 -2.34478 2.60886
C -2.15535 -1.20327 3.45719
C -0.83871 -0.84062 3.74687
C -0.64977 0.20157 4.63472
N -1.66400 0.87292 5.17598
C -2.87469 0.46404 4.82520
N -3.17626 -0.54813 4.02757
H 2.33880 -2.85582 -0.42867
H 2.15784 -0.43870 -0.91294
H -1.54249 -0.22223 0.86571
H 0.46983 -3.99188 0.79224
H -2.20321 -3.71693 1.06821
H -3.43632 -2.83967 2.91550
H -0.00398 -1.37137 3.31503
H 0.34478 0.50464 4.94003
H -3.71130 1.00598 5.25475
Se -3.04029 2.41375 -4.34096
N -4.36129 1.77678 -3.41099
C -3.95068 1.76247 -2.12985
C -4.68419 1.32040 -1.02684
C -4.05999 1.34625 0.19471
C -2.72505 1.75466 0.30243
N -1.97371 2.19171 -0.69816
C -2.61174 2.27263 -1.90736
N -2.04308 2.79739 -2.99519
H -5.70076 0.97000 -1.14797
H -4.58969 1.04332 1.08737
H -2.23886 1.74068 1.27361
```

The orbital gap (spin up / spin down) comes out at 4.7 / 4.8 eV. For the relative energy (zero: lowest compared OMol25 entry of this formula, charge and spin), the calculation gives 0.0000 eV. As for the expectation value of S²: 2.0098. The net charge is -1. Its multiplicity is 3.

***

[2]
This record from the OMol25 dataset describes 2 unconnected molecules or ions with the total composition C5H11F3OSi in a non-equilibrium geometry. The level of theory is the ωB97M-V functional and the def2-TZVPD basis.

The geometry in XYZ format:
```
21
C5H11F3OSi (the ωB97M-V functional and the def2-TZVPD basis)
C 0.08470 0.29199 -2.13216
C 1.85017 -1.13905 1.41534
C -0.68558 -2.21190 0.52866
C -3.31613 -0.02861 -2.39824
C -4.12384 -0.14326 -1.35679
O 0.42509 0.39154 -0.73998
F -4.42801 -1.29731 -0.81272
F -0.20016 0.62811 1.74059
F -4.39266 0.91882 -0.57426
Si 0.21062 -0.50483 0.63162
H -0.60576 1.04965 -2.31988
H -0.43914 -0.67397 -2.21383
H 1.07003 0.28693 -2.55668
H 1.85947 -1.97655 2.13234
H 2.65108 -1.49292 0.72051
H 2.38718 -0.15530 1.78412
H -0.62378 -2.87788 1.46787
H -1.70693 -2.25279 0.12010
H 0.04025 -2.52321 -0.24805
H -2.95292 -0.86969 -2.95563
H -2.98125 0.92189 -2.78352
```

The orbital gap comes out at 10.8 eV. For the relative energy (zero: lowest compared OMol25 entry of this formula, charge and spin), the calculation gives 0.2673 eV. Its SMILES is CO[Si](C)(C)F.C=C(F)F. The net charge is 0.

***

[3]
This record from the OMol25 dataset describes C26H38N6O2S in the gas phase in a non-equilibrium geometry. The level of theory is the ωB97M-V functional and the def2-TZVPD basis.

The geometry in XYZ format:
```
73
C26H38N6O2S (the ωB97M-V functional and the def2-TZVPD basis)
C -2.68065 -3.29744 -1.59369
H -2.21996 -2.55211 -2.23973
H -3.38585 -2.80220 -0.93119
H -3.24468 -3.98768 -2.21787
C -1.61944 -4.05872 -0.79858
C -2.28176 -4.94856 0.25106
H -2.90013 -4.36170 0.92566
H -1.53107 -5.47681 0.83477
H -2.91927 -5.68501 -0.23310
C -0.55407 -3.13509 -0.18785
C -0.99472 -2.25809 0.98413
N -1.97921 -1.25072 0.62296
C -1.61258 -0.27001 -0.24216
N -0.43460 -0.09329 -0.77485
N -0.51401 1.00094 -1.56060
C -1.72055 1.47843 -1.51263
N -2.49181 0.69669 -0.68288
C -3.77252 0.73198 -0.19016
C -4.12131 -0.24781 0.72133
C -3.24661 -1.30679 1.18195
O -3.56673 -2.17982 1.96497
S -5.75129 -0.07072 1.25107
C -5.94590 1.30450 0.24556
C -4.83075 1.62463 -0.46508
H -4.77653 2.45780 -1.13873
H -6.88811 1.81569 0.23158
C -2.15485 2.71684 -2.20044
H -3.14741 2.58340 -2.63440
H -1.44572 2.89846 -3.01029
C -2.14176 3.91192 -1.23491
C -0.77387 4.05438 -0.56880
C -0.66232 3.14800 0.65527
O -1.64942 2.62689 1.15380
N 0.56262 3.00762 1.20025
C 1.81778 3.43458 0.62547
H 1.66246 4.22033 -0.11129
C 2.53368 2.23191 0.00833
H 3.47186 2.55323 -0.44744
H 1.89364 1.79637 -0.76057
C 2.80314 1.18394 1.10462
N 3.49017 -0.01764 0.67114
C 2.96251 -0.66140 -0.51934
C 3.47490 -2.09848 -0.57100
C 4.99881 -2.09788 -0.63045
C 5.54517 -1.30242 0.55023
C 4.93034 0.09626 0.57478
H 5.30301 0.64210 1.44591
H 5.24433 0.64519 -0.33317
H 5.28519 -1.81164 1.47942
H 6.63255 -1.22445 0.49092
H 5.38492 -3.11900 -0.60952
H 5.32533 -1.63350 -1.56449
H 3.14549 -2.62286 0.32704
H 3.05711 -2.60608 -1.44173
H 1.87395 -0.65454 -0.49300
H 3.28571 -0.13828 -1.43669
C 1.47144 0.81531 1.76983
C 0.75581 2.06257 2.28426
H -0.22647 1.80722 2.68507
H 1.34656 2.55058 3.06747
H 1.65389 0.12272 2.59159
H 0.83260 0.32865 1.03437
H 3.44299 1.64740 1.86866
H 2.42851 3.85132 1.43623
H -0.62428 5.08327 -0.23242
H 0.00144 3.79903 -1.29028
H -2.38508 4.81686 -1.79399
H -2.89041 3.77104 -0.45269
H -0.11504 -1.74352 1.37917
H -1.45043 -2.85567 1.77440
H -0.14788 -2.48786 -0.96696
H 0.26396 -3.75529 0.18441
H -1.08284 -4.70494 -1.50471
```

The orbital gap comes out at 8.3 eV. Its SMILES is CC(C)CCn1c(=O)c2sccc2n2c(CCCC(=O)N3CCC(N4CCCCC4)CC3)nnc12. The net charge is 0.